Entry 1:
# CH3NO3P

A 2-piece molecular cluster, CH3NO3P overall (ωB97M-V/def2-TZVPD, the OMol25 dataset).

Max |F| ... 2.7 eV Å⁻¹
Energy above the lowest of the compared OMol25 structures with the same formula, charge and spin ... 0.2753 eV
HOMO-LUMO gap ... 8.4581 eV
HOMO ... -0.168 Eh
DFT total energy ... -18010.2852 eV
Multiplicity ... 1
Net charge ... -1

Cartesian coordinates (Å):
C 1.116 -0.018 -0.047
N 0.113 0.789 0.217
O -4.971 0.539 0.637
O 2.297 0.259 -0.131
O -2.644 -0.185 -0.035
P -4.132 -0.179 -0.386
H 0.931 -1.051 0.092
H 0.242 1.848 0.079
H -0.814 0.201 0.269

Force components x, y, z for each atom (eV/Å):
C 1.807 0.324 1.514
N -2.307 0.467 -0.474
O -0.125 -0.358 -0.658
O 1.089 0.911 -0.901
O -0.453 -0.300 -0.565
P 0.916 0.622 1.315
H -1.165 -1.543 -0.308
H -0.680 -2.598 0.371
H 0.919 2.475 -0.295


Entry 2:
# CH3NO3S

One molecule with the formula CH3NO3S (ωB97M-V/def2-TZVPD, the OMol25 dataset).

Max |F| ... 2.4 eV Å⁻¹
Energy above the lowest of the compared OMol25 structures with the same formula, charge and spin ... 1.2248 eV
HOMO-LUMO gap ... 9.8449 eV
HOMO ... -0.357 Eh
DFT total energy ... -19552.0899 eV
Multiplicity ... 1

Cartesian coordinates (Å):
C 0.762 -0.323 -0.500
N 0.123 -0.342 0.568
O -1.850 0.347 -1.310
O -1.978 1.134 1.063
O 2.093 -0.209 -0.564
S -1.945 0.060 0.132
H 0.078 -0.138 -1.347
H 0.320 -0.242 1.572
H 2.396 -0.287 0.385

Force components x, y, z for each atom (eV/Å):
C 0.761 1.368 0.552
N -1.765 -0.356 1.206
O 0.358 0.145 1.429
O -0.114 1.517 0.581
O 0.111 -0.494 0.713
S -1.059 -1.545 -1.446
H 1.164 -0.564 -0.615
H 0.615 -0.236 -0.944
H -0.071 0.165 -1.476


Entry 3:
# CH3NO3S

A 2-piece molecular cluster, CH3NO3S overall (ωB97M-V/def2-TZVPD, the OMol25 dataset).

Max |F| ... 3.3 eV Å⁻¹
Energy above the lowest of the compared OMol25 structures with the same formula, charge and spin ... 4.1707 eV
HOMO-LUMO gap (alpha / beta) ... 7.7836 / 7.7828 eV
HOMO (alpha / beta) ... -0.291 / -0.291 Eh
DFT total energy ... -19549.1440 eV
Multiplicity ... 1

Cartesian coordinates (Å):
C 0.174 0.830 0.245
N 1.081 0.146 -0.323
O -0.070 1.700 0.928
O 2.440 0.325 -0.158
O -1.306 -0.300 -0.567
S -2.836 -0.109 -0.050
H 0.730 -0.683 -0.792
H 2.783 -0.600 0.113
H -2.996 -1.308 0.604

Force components x, y, z for each atom (eV/Å):
C -2.401 -2.050 -0.932
N 0.440 -2.215 -1.427
O -0.751 2.316 1.690
O 0.935 -1.801 0.586
O 1.583 1.278 0.675
S 0.606 -0.468 0.180
H 0.232 0.163 -0.291
H -0.723 2.177 -0.375
H 0.079 0.600 -0.107


Entry 4:
# CH3NO4

A 2-piece molecular cluster, CH3NO4 overall (ωB97M-V/def2-TZVPD, the OMol25 dataset).

Max |F| ... 3.2 eV Å⁻¹
Energy above the lowest of the compared OMol25 structures with the same formula, charge and spin ... 3.1264 eV
HOMO-LUMO gap ... 10.7504 eV
HOMO ... -0.393 Eh
DFT total energy ... -10760.3886 eV
Multiplicity ... 1
Structure (SMILES) ... O=[N+]([O-])O.C=O

Cartesian coordinates (Å):
C 0.823 -0.052 -0.468
N -2.362 -0.085 -0.089
O -2.166 1.185 -0.383
O -3.549 -0.387 0.013
O 0.718 0.878 0.317
O -1.415 -0.806 0.101
H 0.140 -0.120 -1.368
H 1.463 -0.963 -0.390
H -1.263 1.633 -0.242

Force components x, y, z for each atom (eV/Å):
C -1.146 0.662 -0.258
N -1.508 -1.744 1.460
O 0.250 3.132 -0.799
O 1.930 0.540 -0.509
O 0.734 -1.174 -1.066
O -0.534 -0.333 -0.042
H 0.858 0.313 0.438
H 0.126 0.743 0.541
H -0.709 -2.138 0.234


Entry 5:
# CH3NO4

One molecule with the formula CH3NO4 (ωB97M-V/def2-TZVPD, the OMol25 dataset).

Max |F| ... 6.1 eV Å⁻¹
Energy above the lowest of the compared OMol25 structures with the same formula, charge and spin ... 2.9755 eV
HOMO-LUMO gap ... 11.4209 eV
HOMO ... -0.408 Eh
DFT total energy ... -10760.5395 eV
Multiplicity ... 1
Structure (SMILES) ... O=[N+]([O-])OCO

Cartesian coordinates (Å):
C -0.623 0.021 0.625
N 1.373 0.220 -0.806
O 1.991 0.564 0.183
O 1.726 -0.001 -1.873
O -1.902 -0.476 0.581
O -0.033 0.063 -0.659
H -0.634 1.193 0.945
H -0.095 -0.550 1.262
H -1.803 -1.035 -0.259

Force components x, y, z for each atom (eV/Å):
C -0.712 6.049 0.586
N -0.998 0.676 4.327
O -0.647 -0.264 -0.591
O 1.116 -0.547 -3.276
O 0.281 -1.186 -3.163
O -0.253 -0.766 -1.592
H -0.163 -2.851 -0.120
H 2.489 -1.723 2.207
H -1.113 0.613 1.622


Entry 6:
# CH3NO4S

One molecule with the formula CH3NO4S (ωB97M-V/def2-TZVPD, the OMol25 dataset).

Max |F| ... 4.1 eV Å⁻¹
Energy above the lowest of the compared OMol25 structures with the same formula, charge and spin ... 2.4280 eV
HOMO-LUMO gap (alpha / beta) ... 8.8028 / 8.8035 eV
HOMO (alpha / beta) ... -0.393 / -0.393 Eh
DFT total energy ... -21596.1913 eV
Multiplicity ... 1
Structure (SMILES) ... CS(=O)(=O)ON=O

Cartesian coordinates (Å):
C -0.269 -0.562 0.047
N -0.520 -2.684 -3.142
O 0.191 -2.119 -1.774
O -1.636 -2.912 -3.028
O 2.144 -1.047 -0.678
O 0.911 -2.906 0.402
S 0.936 -1.703 -0.415
H -0.132 0.070 0.816
H -0.240 -0.059 -0.931
H -1.123 -1.184 0.224

Force components x, y, z for each atom (eV/Å):
C -0.683 -1.344 -3.122
N -3.144 -0.827 0.264
O 0.109 0.180 -0.159
O 3.740 0.919 0.091
O 1.704 0.914 -0.522
O 0.217 1.432 -0.546
S -1.306 -3.814 0.909
H 1.161 1.986 2.700
H -1.007 0.513 0.613
H -0.790 0.040 -0.229


Entry 7:
# CH3NO4S

CH3NO4S as an isolated structure (ωB97M-V/def2-TZVPD, the OMol25 dataset).

Max |F| ... 3.2 eV Å⁻¹
Energy above the lowest of the compared OMol25 structures with the same formula, charge and spin ... 2.2413 eV
HOMO-LUMO gap (alpha / beta) ... 8.8438 / 8.8454 eV
HOMO (alpha / beta) ... -0.370 / -0.370 Eh
DFT total energy ... -21596.3780 eV
Multiplicity ... 1

Cartesian coordinates (Å):
C -0.619 1.293 0.084
N 0.235 -1.703 -0.821
O -0.571 -1.403 -1.646
O 0.884 -2.667 -0.619
O 1.886 0.417 0.463
O 0.123 -0.506 1.931
S 0.534 -0.019 0.648
H -0.024 2.180 -0.094
H -1.107 0.964 -0.825
H -1.340 1.443 0.879

Force components x, y, z for each atom (eV/Å):
C 0.252 -0.703 -0.059
N 0.133 2.514 1.927
O -0.189 -0.472 -0.578
O 0.022 -0.347 -0.227
O -0.174 -0.124 -0.392
O -0.280 -0.198 -0.333
S 0.094 -0.451 -0.323
H 0.192 -0.021 -0.009
H -0.033 -0.077 -0.117
H -0.016 -0.120 0.111


Entry 8:
# CH3NOP2S

One molecule with the formula CH3NOP2S (ωB97M-V/def2-TZVPD, the OMol25 dataset).

Max |F| ... 5.7 eV Å⁻¹
Energy above the lowest of the compared OMol25 structures with the same formula, charge and spin ... 3.6823 eV
HOMO-LUMO gap (alpha / beta) ... 6.7854 / 7.1503 eV
HOMO (alpha / beta) ... -0.290 / -0.301 Eh
DFT total energy ... -34032.8523 eV
Multiplicity ... 1

Cartesian coordinates (Å):
C 0.936 0.082 -0.178
N 1.660 0.225 -1.254
O -1.025 0.589 -1.673
P -0.367 1.647 -0.443
P -0.679 -0.905 -2.214
S 1.254 -0.745 -2.530
H 1.685 -0.028 0.631
H -1.386 1.159 0.615
H 0.293 -0.736 0.113

Force components x, y, z for each atom (eV/Å):
C -0.995 1.835 4.791
N 2.778 -1.635 -4.751
O 0.308 0.743 1.024
P -1.047 -3.462 0.822
P -2.008 0.076 -0.490
S 1.353 0.839 0.236
H -0.459 1.576 0.543
H 1.056 0.835 -1.052
H -0.986 -0.807 -1.123


Entry 9:
# CH3NOP2S

One molecule with the formula CH3NOP2S (ωB97M-V/def2-TZVPD, the OMol25 dataset).

Max |F| ... 3.6 eV Å⁻¹
Energy above the lowest of the compared OMol25 structures with the same formula, charge and spin ... 2.5366 eV
HOMO-LUMO gap ... 7.9530 eV
HOMO ... -0.317 Eh
DFT total energy ... -34033.9980 eV
Multiplicity ... 1
Structure (SMILES) ... c1ns[pH]o[pH]1

Cartesian coordinates (Å):
C -1.094 0.514 -0.800
N -0.736 1.315 0.101
O 1.373 -0.703 -0.586
P -0.043 -0.913 -1.389
P 1.853 0.027 1.179
S 0.401 1.571 1.158
H -2.021 0.707 -1.175
H -0.851 -1.679 -0.564
H 1.118 -0.840 2.075

Force components x, y, z for each atom (eV/Å):
C 3.340 -1.002 1.017
N -2.062 0.394 -0.624
O 0.213 0.758 2.416
P 0.440 1.113 0.241
P -0.923 -1.469 -2.404
S 1.629 0.870 1.148
H -2.519 0.365 -1.553
H -0.193 -0.978 0.569
H 0.075 -0.050 -0.810


Entry 10:
# CH3NOS

A 3-piece molecular cluster, CH3NOS overall (ωB97M-V/def2-TZVPD, the OMol25 dataset).

Max |F| ... 3.9 eV Å⁻¹
Energy above the lowest of the compared OMol25 structures with the same formula, charge and spin ... 5.1902 eV
HOMO-LUMO gap (alpha / beta) ... 7.5059 / 7.9133 eV
HOMO (alpha / beta) ... -0.304 / -0.310 Eh
DFT total energy ... -15453.6188 eV
Multiplicity ... 1

Cartesian coordinates (Å):
C -1.536 -1.124 -0.734
N -0.411 -0.803 -0.458
O 1.689 0.176 -1.481
S 1.240 -0.615 -0.338
H -2.391 -0.575 -0.287
H 0.291 1.421 1.843
H 1.118 1.519 1.454

Force components x, y, z for each atom (eV/Å):
C -0.494 0.497 0.633
N 1.915 -0.164 0.191
O 0.386 0.306 -0.113
S -1.930 -0.515 -0.409
H 0.166 -0.327 -0.456
H 3.480 0.511 -1.562
H -3.524 -0.308 1.717